{"formula": "C28H39N2OS2", "method": "the ωB97M-V functional and the def2-TZVPD basis", "species": ["C", "N", "C", "C", "N", "C", "S", "S", "C", "C", "H", "H", "H", "H", "H", "H", "H", "H", "H", "H", "H", "C", "C", "C", "C", "C", "C", "C", "C", "C", "C", "C", "C", "C", "C", "C", "C", "C", "C", "C", "C", "C", "C", "O", "H", "H", "H", "H", "H", "H", "H", "H", "H", "H", "H", "H", "H", "H", "H", "H", "H", "H", "H", "H", "H", "H", "H", "H", "H", "H", "H", "H"], "positions_angstrom": [[1.016, -4.834, -3.005], [0.199, -3.809, -2.393], [-0.196, -2.765, -3.303], [-0.729, -1.573, -2.528], [-1.705, -1.994, -1.522], [-2.415, -1.022, -0.845], [-2.275, 0.604, -1.476], [-3.495, -1.345, 0.374], [-1.465, -3.227, -0.762], [-0.938, -4.327, -1.668], [1.388, -5.498, -2.218], [0.485, -5.453, -3.749], [1.868, -4.356, -3.500], [0.680, -2.452, -3.884], [-0.985, -3.103, -4.005], [0.137, -1.056, -2.068], [-1.230, -0.888, -3.230], [-0.702, -3.068, 0.027], [-2.423, -3.533, -0.309], [-1.754, -4.661, -2.340], [-0.611, -5.180, -1.061], [-0.123, -3.152, 2.764], [-0.471, -1.776, 3.340], [-1.937, -1.805, 3.756], [0.400, -1.546, 4.583], [-0.201, -0.664, 2.304], [-1.169, 0.181, 1.822], [-0.879, 1.160, 0.849], [-1.977, 1.725, -0.015], [-1.706, 3.104, -0.626], [-0.815, 3.258, -1.696], [-0.618, 4.522, -2.260], [-1.320, 5.638, -1.787], [-1.144, 6.961, -2.479], [-2.147, 5.486, -0.667], [-2.354, 4.226, -0.101], [0.460, 1.531, 0.635], [1.488, 0.683, 0.983], [2.935, 0.905, 0.506], [3.868, 1.056, 1.711], [3.045, 2.151, -0.369], [3.393, -0.296, -0.330], [1.148, -0.525, 1.740], [1.989, -1.456, 1.864], [0.913, -3.143, 2.412], [-0.242, -3.920, 3.539], [-0.787, -3.391, 1.926], [-2.235, -0.861, 4.224], [-2.584, -2.000, 2.891], [-2.085, -2.607, 4.490], [0.178, -0.571, 5.032], [0.194, -2.332, 5.319], [1.459, -1.584, 4.310], [-2.206, 0.079, 2.151], [-2.938, 1.713, 0.521], [-0.250, 2.405, -2.090], [0.097, 4.643, -3.078], [-1.595, 7.772, -1.901], [-0.084, 7.190, -2.638], [-1.614, 6.948, -3.470], [-2.640, 6.359, -0.236], [-3.011, 4.081, 0.762], [0.667, 2.486, 0.144], [3.837, 0.151, 2.325], [4.895, 1.217, 1.361], [3.564, 1.912, 2.325], [2.396, 2.070, -1.250], [2.784, 3.057, 0.190], [4.077, 2.259, -0.724], [2.728, -0.426, -1.193], [4.418, -0.137, -0.687], [3.348, -1.201, 0.283]], "lowdin_charge": [-0.10, -0.23, -0.20, -0.19, -0.15, -1.02, 0.95, 0.67, -0.18, -0.19, 0.08, 0.08, 0.08, 0.12, 0.12, 0.13, 0.09, 0.12, 0.08, 0.12, 0.12, -0.06, -0.54, -0.08, -0.06, -0.10, -0.07, -0.27, -0.44, -0.26, -0.08, -0.04, -0.29, -0.07, -0.05, -0.02, -0.02, -0.10, -0.55, -0.06, -0.08, -0.06, -0.33, -0.10, 0.07, 0.08, 0.06, 0.08, 0.03, 0.08, 0.08, 0.07, 0.08, 0.06, 0.10, 0.10, 0.11, 0.07, 0.08, 0.08, 0.10, 0.12, 0.09, 0.08, 0.07, 0.08, 0.08, 0.08, 0.08, 0.08, 0.07, 0.07], "orbital_gap_ev": 5.6, "total_energy_ha": -2071.50740, "homo_ev": -2.99, "charge": -1, "de_lowest_kj_mol": 0.00}